w | {"formula": "C3H5N3", "method": "ωB97M-V with the def2-TZVPD basis set", "symbols": ["C", "N", "C", "N", "C", "N", "H", "H", "H", "H", "H"], "coordinates": [[1.6569, -0.4020, 0.1650], [0.3412, -0.9241, -0.1325], [-0.6714, -0.1588, -0.1597], [-0.7837, 1.1999, 0.0504], [-1.9297, -0.8006, -0.5400], [-2.9132, -1.3231, -0.8517], [2.3787, -1.2095, 0.0173], [1.9390, 0.4295, -0.4972], [1.7516, -0.0622, 1.2069], [-0.0572, 1.6742, 0.5649], [-1.7121, 1.5766, 0.1767]], "smiles": "C/N=C(\\N)C#N", "spin_multiplicity": 1, "e_homo_ev": -9.94, "total_charge": 0, "lumo_ha": 0.0233}

x | {"formula": "C3H5N3", "method": "ωB97M-V with the def2-TZVPD basis set", "symbols": ["C", "N", "C", "N", "N", "C", "H", "H", "H", "H", "H"], "coordinates": [[0.1970, 1.3354, 1.0515], [0.1162, 0.1712, 0.1939], [0.9070, -2.0787, -0.6050], [0.1059, -2.2991, -1.4130], [-1.2859, -0.7248, -1.5850], [-0.7803, -0.0027, -0.6785], [0.3011, 2.2777, 0.4961], [1.0885, 1.2267, 1.6746], [-0.6662, 1.4246, 1.7244], [1.6943, -1.9770, 0.1116], [-1.6888, 0.6460, -0.9833]], "spin_multiplicity": 1, "e_homo_ev": -9.06, "total_charge": 0, "lumo_ha": -0.0130}

What are the relative energies? In kJ/mol: w 0.0; x 396.1.

w | {"formula": "C9H14S", "method": "ωB97M-V with the def2-TZVPD basis set", "symbols": ["C", "C", "C", "C", "C", "C", "C", "H", "H", "H", "H", "H", "H", "H", "H", "C", "C", "S", "H", "H", "H", "H", "H", "H"], "coordinates": [[0.9877, -1.1638, 2.8715], [-0.1207, -0.9766, 1.8834], [-0.4167, -1.9740, 0.9692], [-1.3673, -1.7772, -0.0248], [-2.1105, -0.6107, -0.0303], [-1.8648, 0.3704, 0.9323], [-0.8999, 0.1747, 1.8985], [1.2796, -2.2064, 2.9896], [0.7105, -0.7813, 3.8499], [1.9049, -0.6655, 2.5575], [0.1387, -2.9022, 0.9976], [-1.5303, -2.5393, -0.7714], [-2.9885, -0.4441, -0.6515], [-2.4645, 1.2698, 0.9413], [-0.6394, 0.9660, 2.5951], [0.8132, 1.4130, -3.2052], [1.2676, 2.0466, -1.8969], [1.7150, 0.8147, -0.6114], [1.3050, 1.8653, -4.0634], [-0.2377, 1.6464, -3.3847], [0.9111, 0.3328, -3.2910], [2.1825, 2.6213, -2.0146], [0.5011, 2.6834, -1.4728], [0.9232, -0.1634, -1.0679]], "smiles": "Cc1ccccc1.CCS", "spin_multiplicity": 1, "e_homo_ev": -8.65, "total_charge": 0, "lumo_ha": 0.0351}

x | {"formula": "C9H14S", "method": "ωB97M-V with the def2-TZVPD basis set", "symbols": ["C", "C", "C", "C", "C", "C", "C", "C", "C", "S", "H", "H", "H", "H", "H", "H", "H", "H", "H", "H", "H", "H", "H", "H"], "coordinates": [[-0.6808, 1.1777, -0.1758], [-0.4091, -0.5138, -1.3650], [-0.1345, 1.6012, 1.2431], [0.9634, 0.6614, 1.7343], [-0.7655, -1.2988, 0.7997], [0.6487, -1.6122, 0.5569], [-1.3346, -0.3198, -0.2888], [1.4379, -0.2051, 0.5845], [-0.9880, 0.0379, -3.1316], [0.9073, 0.7723, -0.8923], [0.4601, 2.5024, 0.9906], [-1.0438, 1.6098, 1.8421], [1.7856, 1.3020, 2.0751], [0.7952, -0.0261, 2.5468], [-1.4356, -2.2045, 0.9342], [-0.7623, -0.8063, 1.7919], [1.2531, -2.0876, 1.3593], [0.7871, -2.2056, -0.3235], [-2.3535, -0.5888, -0.6159], [2.5179, -0.2363, 0.7582], [-0.5182, -0.6395, -3.8050], [-0.6087, 1.0343, -3.0383], [-2.0538, 0.0356, -3.1563], [1.5324, 2.0096, -0.4242]], "spin_multiplicity": 1, "e_homo_ev": [-7.15, -7.15], "total_charge": 0, "lumo_ha": [-0.0032, -0.0033]}

y | {"formula": "C9H14S", "method": "ωB97M-V with the def2-TZVPD basis set", "symbols": ["C", "C", "C", "C", "C", "C", "C", "H", "H", "H", "H", "H", "H", "H", "H", "C", "S", "C", "H", "H", "H", "H", "H", "H"], "coordinates": [[0.5673, -1.5956, 0.4774], [0.3274, -0.4186, 1.3948], [1.5412, -0.0772, 2.1698], [1.5539, 1.0409, 3.0049], [0.4620, 1.8684, 2.8373], [-0.7150, 1.6108, 2.1176], [-0.7353, 0.4686, 1.2997], [0.7933, -1.3879, -0.5891], [-0.3718, -2.1381, 0.1760], [1.2811, -2.2136, 0.9396], [2.3990, -0.7828, 2.2089], [2.3471, 1.2253, 3.6647], [0.3853, 2.7795, 3.3600], [-1.4790, 2.3345, 2.1782], [-1.6052, 0.0716, 0.7540], [-1.2864, -1.6231, -2.5370], [-0.7140, -0.7028, -4.0257], [-0.3030, 0.9101, -3.2732], [-1.1549, -2.6820, -2.7598], [-0.6015, -1.2415, -1.7624], [-2.1373, -1.3654, -2.1320], [-0.2463, 0.9699, -2.2237], [-1.0001, 1.7136, -3.5810], [0.6924, 1.2354, -3.6990]], "smiles": "Cc1ccccc1.CSC", "spin_multiplicity": 1, "e_homo_ev": -8.49, "total_charge": 0, "lumo_ha": 0.0328}

What are the relative energies? In kJ/mol: w 0.0; x 907.1; y 146.4.

w | {"formula": "C9H14S", "method": "ωB97M-V with the def2-TZVPD basis set", "symbols": ["C", "C", "C", "C", "C", "C", "C", "H", "H", "H", "H", "H", "H", "H", "H", "C", "S", "C", "H", "H", "H", "H", "H", "H"], "coordinates": [[1.0966, 1.1789, 2.2243], [0.0241, 0.2166, 1.7263], [0.0645, -1.0953, 2.2405], [-0.9307, -1.9242, 1.7621], [-1.8548, -1.5261, 0.7875], [-1.9374, -0.1373, 0.3937], [-0.9289, 0.6907, 0.8354], [1.4510, 1.9335, 1.4591], [2.0046, 0.5143, 2.4038], [0.6519, 1.7952, 2.9990], [0.7853, -1.2479, 3.0011], [-1.0393, -2.9321, 2.1868], [-2.6054, -2.2386, 0.4703], [-2.6143, -0.1819, -0.4777], [-0.8192, 1.6600, 0.3860], [-0.2145, -0.0632, -3.5120], [0.2336, 1.3994, -2.3663], [1.6468, 0.7332, -1.4892], [0.7248, -0.3541, -4.0153], [-0.7356, -0.7444, -2.8728], [-0.7683, 0.2994, -4.3790], [2.1128, 1.6879, -1.2230], [2.3467, 0.0662, -1.9625], [1.3056, 0.2697, -0.5781]], "smiles": "Cc1ccccc1.CSC", "spin_multiplicity": 1, "e_homo_ev": -8.41, "total_charge": 0, "lumo_ha": 0.0330}

x | {"formula": "C9H14S", "method": "ωB97M-V with the def2-TZVPD basis set", "symbols": ["C", "C", "C", "C", "C", "C", "C", "H", "H", "H", "H", "H", "H", "H", "H", "C", "S", "C", "H", "H", "H", "H", "H", "H"], "coordinates": [[1.4824, -1.4197, 1.0582], [1.6767, -0.0583, 0.6366], [2.7275, 0.2669, -0.3714], [2.8303, 1.5986, -0.4457], [2.1235, 2.6798, 0.0029], [1.2049, 2.3150, 0.9878], [0.9571, 1.0240, 1.2296], [1.9721, -2.2162, 0.4036], [0.2740, -1.6066, 1.2674], [1.8594, -1.6539, 2.0347], [3.1147, -0.4452, -1.0401], [3.6874, 1.8676, -1.2027], [2.4069, 3.6238, -0.1519], [0.5643, 3.1596, 1.2175], [0.3747, 0.7534, 2.1085], [-2.7667, -2.0280, -1.8979], [-2.1871, -1.4007, -0.3825], [-3.2916, -0.2054, 0.2000], [-1.8865, -2.1652, -2.4354], [-3.2184, -2.9806, -1.8086], [-3.3777, -1.4391, -2.6061], [-4.3370, -0.5125, 0.2562], [-3.1498, 0.8315, -0.2853], [-3.0412, 0.0113, 1.2246]], "smiles": "Cc1ccccc1.CSC", "spin_multiplicity": 1, "e_homo_ev": -8.32, "total_charge": 0, "lumo_ha": 0.0356}

y | {"formula": "C9H14S", "method": "ωB97M-V with the def2-TZVPD basis set", "symbols": ["C", "C", "C", "C", "C", "C", "C", "H", "H", "H", "H", "H", "H", "H", "H", "C", "C", "S", "H", "H", "H", "H", "H", "H"], "coordinates": [[-1.6841, -0.1744, -1.1408], [-0.3001, -0.3521, -1.6842], [0.4335, -1.5314, -1.4712], [1.7906, -1.5587, -1.7719], [2.4724, -0.4234, -2.1881], [1.7269, 0.6731, -2.5568], [0.3651, 0.7288, -2.2729], [-2.3571, -0.9913, -1.3973], [-2.0756, 0.7775, -1.4909], [-1.4320, -0.0572, -0.0802], [-0.0620, -2.4726, -1.2346], [2.2132, -2.5587, -1.6983], [3.5450, -0.5384, -2.3009], [2.2572, 1.4680, -3.0843], [-0.2019, 1.6286, -2.4523], [-0.4811, 1.3271, 2.3871], [-0.4023, 0.0640, 3.2852], [-2.0061, -0.7244, 3.4757], [-0.1692, 2.2520, 2.8994], [-1.4569, 1.2971, 1.8896], [0.3066, 1.3300, 1.6382], [0.2453, -0.6903, 2.8549], [0.0272, 0.3923, 4.2429], [-2.7547, 0.1343, 4.1516]], "smiles": "Cc1ccccc1.CCS", "spin_multiplicity": 1, "e_homo_ev": -8.96, "total_charge": 0, "lumo_ha": 0.0328}

What are the relative energies? In kJ/mol: w 64.1; x 182.4; y 0.0.

w | {"formula": "C3H5N3S", "method": "ωB97M-V with the def2-TZVPD basis set", "symbols": ["N", "C", "C", "N", "C", "S", "N", "H", "H", "H", "H", "H"], "coordinates": [[1.9338, 1.2780, 1.6094], [1.2539, 0.4635, 0.7419], [1.4804, -0.8357, 0.2242], [0.3748, -1.0705, -0.6630], [-0.4787, -0.1054, -0.4149], [-2.1334, -0.3173, -1.0204], [-0.0353, 0.8202, 0.3829], [2.6242, 1.9016, 1.0698], [2.3366, 0.6215, 2.2370], [2.4620, -1.5168, 0.1088], [-2.0537, -1.7793, -0.5926], [-0.6819, 1.5204, 0.8911]], "smiles": "Nc1cnc(S)[nH]1", "spin_multiplicity": 1, "e_homo_ev": -8.13, "total_charge": 0, "lumo_ha": 0.0241}

x | {"formula": "C3H5N3S", "method": "ωB97M-V with the def2-TZVPD basis set", "symbols": ["C", "C", "C", "N", "N", "N", "S", "H", "H", "H", "H", "H"], "coordinates": [[-1.3554, 2.3790, -0.1314], [-0.7115, 1.3755, -0.0290], [0.1352, 0.2419, -0.0274], [1.4535, 0.4050, -0.0498], [2.1291, -0.7765, 0.0078], [-0.4281, -0.9777, -0.0843], [-2.0342, -1.2451, -0.1389], [-1.9451, 3.2655, -0.0578], [3.1217, -0.5271, -0.0651], [1.9233, -1.4163, -0.7610], [0.1668, -1.7339, 0.2374], [-2.4554, -0.9903, 1.0995]], "smiles": "C#C/C(=N/N)NS", "spin_multiplicity": 1, "e_homo_ev": -8.28, "total_charge": 0, "lumo_ha": 0.0289}

What are the relative energies? In kJ/mol: w 0.0; x 200.9.